Entry from OMol25: a molecular structure, C43H38NO3P2SSiTc (ωB97M-V/def2-TZVPD).

Positions of all 90 atoms, in Å:
Tc: 0.8854 -0.5892 -0.6548
C: 2.4748 2.9014 -0.4758
Si: 1.1954 1.7324 0.2283
C: -0.5509 2.4991 0.2407
C: -0.9489 3.4903 1.1343
C: -2.2778 3.8964 1.2003
C: -3.2298 3.2999 0.3860
C: -2.8532 2.3170 -0.5220
C: -1.5221 1.9379 -0.5936
P: -0.7754 0.7945 -1.7947
C: -2.1810 0.0108 -2.6422
C: -2.4693 -1.3183 -2.3477
C: -3.5661 -1.9473 -2.9138
C: -4.3852 -1.2508 -3.7917
C: -4.0922 0.0674 -4.1094
C: -2.9944 0.6964 -3.5385
C: -0.1127 2.0529 -2.9618
C: -0.7934 3.2573 -3.1537
C: -0.2880 4.2340 -3.9983
C: 0.9166 4.0274 -4.6559
C: 1.6107 2.8444 -4.4571
C: 1.1025 1.8669 -3.6129
C: 1.4628 1.6209 2.0913
C: 2.1765 2.5352 2.8679
C: 2.0821 2.5088 4.2512
C: 1.2590 1.5814 4.8826
C: 0.5631 0.6505 4.1295
C: 0.6784 0.6686 2.7411
P: -0.0296 -0.6164 1.6633
C: 0.4336 -2.1135 2.6243
C: -0.4380 -3.1753 2.8335
C: -0.0281 -4.2994 3.5386
C: 1.2626 -4.3779 4.0385
C: 2.1433 -3.3240 3.8310
C: 1.7337 -2.2015 3.1287
C: -1.8369 -0.5192 1.8162
C: -2.4645 0.4594 2.5803
C: -3.8497 0.5493 2.5949
C: -4.6148 -0.3343 1.8490
C: -3.9944 -1.3129 1.0837
C: -2.6122 -1.4029 1.0673
H: 2.4443 3.8341 0.0984
H: 2.2884 3.1493 -1.5210
H: 3.4748 2.4700 -0.3874
H: -0.2253 3.9353 1.8110
H: -2.5732 4.6659 1.9040
H: -4.2687 3.5987 0.4582
H: -3.5946 1.8540 -1.1629
H: -1.7967 -1.8836 -1.7161
H: -3.7667 -2.9876 -2.6883
H: -5.2398 -1.7401 -4.2421
H: -4.7142 0.6085 -4.8112
H: -2.7676 1.7181 -3.8140
H: -1.7161 3.4528 -2.6216
H: -0.8333 5.1598 -4.1331
H: 1.3174 4.7927 -5.3090
H: 2.5610 2.6801 -4.9502
H: 1.6621 0.9610 -3.4582
H: 2.8131 3.2733 2.3927
H: 2.6487 3.2164 4.8444
H: 1.1804 1.5713 5.9627
H: -0.0455 -0.1002 4.6214
H: -1.4517 -3.1366 2.4547
H: -0.7243 -5.1134 3.6963
H: 1.5817 -5.2536 4.5900
H: 3.1531 -3.3707 4.2206
H: 2.4311 -1.3863 2.9806
H: -1.8743 1.1697 3.1434
H: -4.3292 1.3225 3.1822
H: -5.6948 -0.2580 1.8576
H: -4.5866 -1.9983 0.4902
H: -2.1286 -2.1630 0.4657
O: 0.8789 -2.9838 -0.2632
C: 2.0556 -2.8250 0.1310
C: 3.0834 -3.8685 0.4794
C: 4.3349 -3.0208 0.7185
C: 3.8601 -1.5704 0.5855
O: 4.5414 -0.5835 0.7425
N: 2.5230 -1.5797 0.2639
H: 3.1722 -4.5888 -0.3331
H: 2.7459 -4.4065 1.3674
H: 5.1066 -3.1883 -0.0331
H: 4.7941 -3.1651 1.6956
S: 0.5744 -1.5499 -3.9407
C: 1.5151 -1.3852 -2.5997
C: 3.3276 -2.6417 -3.6157
O: 2.7278 -1.9564 -2.5083
H: 4.3956 -2.4424 -3.5508
H: 2.9255 -2.2928 -4.5625
H: 3.1407 -3.7111 -3.5142

Computed properties:
2S+1	3
orbital gap (spin up / spin down)	7.7 / 6.7	eV
E_LUMO (spin up / spin down)	0.0141 / -0.0169	Ha
energy relative to the best compared isomer or geometry (same formula, charge and spin)	17.03	kJ/mol
HOMO level (spin up / spin down)	-0.26877 / -0.26423	hartree
E	-3393.1237	a.u.

Atomic partial charges in e from the Mulliken method, atoms 1 to 2: -0.510 -1.323



Entry from OMol25: a molecular structure, C43H38NOP2SiY (ωB97M-V/def2-TZVPD).

Positions of all 87 atoms, in Å:
Y: 0.1731 0.0722 0.8958
C: 4.1658 -1.0552 -0.2726
Si: 2.4031 -0.6720 -0.8504
C: 1.8539 -2.1983 -1.8835
C: 2.6814 -2.7040 -2.8828
C: 2.3136 -3.8048 -3.6492
C: 1.0984 -4.4397 -3.4239
C: 0.2505 -3.9717 -2.4302
C: 0.6269 -2.8681 -1.6692
P: -0.5169 -2.2047 -0.4297
C: 0.0143 -2.6417 1.2706
C: -0.9494 -2.5425 2.2867
C: -0.6019 -2.7779 3.6133
C: 0.7167 -3.0754 3.9408
C: 1.6878 -3.1375 2.9395
C: 1.3417 -2.9226 1.6112
C: -2.1291 -2.9951 -0.6096
C: -2.3905 -4.2748 -0.1142
C: -3.6312 -4.8515 -0.3229
C: -4.6111 -4.1622 -1.0305
C: -4.3517 -2.8958 -1.5289
C: -3.1117 -2.3062 -1.3168
C: 2.6430 0.7528 -2.1308
C: 3.7757 0.7811 -2.9481
C: 3.9954 1.8057 -3.8581
C: 3.0920 2.8567 -3.9687
C: 1.9676 2.8751 -3.1620
C: 1.7427 1.8307 -2.2650
P: 0.3438 1.9283 -1.1207
C: -1.1487 2.5070 -1.9615
C: -1.2929 2.3370 -3.3368
C: -2.4951 2.6576 -3.9524
C: -3.5586 3.1418 -3.2051
C: -3.4240 3.2989 -1.8320
C: -2.2282 2.9764 -1.2096
C: 0.8233 3.1450 0.1493
C: 1.8278 2.6905 1.0126
C: 2.2801 3.4883 2.0574
C: 1.7199 4.7409 2.2559
C: 0.7216 5.1967 1.4006
C: 0.2716 4.4079 0.3527
H: 4.7875 -1.4487 -1.0797
H: 4.1892 -1.7914 0.5333
H: 4.6484 -0.1499 0.1031
H: 3.6337 -2.2278 -3.0842
H: 2.9759 -4.1646 -4.4256
H: 0.8092 -5.2949 -4.0194
H: -0.6995 -4.4624 -2.2614
H: -1.9887 -2.3553 2.0323
H: -1.3647 -2.7495 4.3806
H: 0.9867 -3.2850 4.9683
H: 2.7093 -3.3897 3.1939
H: 2.0805 -3.0352 0.8280
H: -1.6259 -4.8226 0.4234
H: -3.8333 -5.8437 0.0575
H: -5.5778 -4.6180 -1.1962
H: -5.1118 -2.3631 -2.0843
H: -2.9085 -1.3180 -1.7144
H: 4.5155 -0.0063 -2.8718
H: 4.8823 1.7910 -4.4782
H: 3.2733 3.6607 -4.6690
H: 1.2695 3.7020 -3.2253
H: -0.4724 1.9573 -3.9315
H: -2.5951 2.5321 -5.0221
H: -4.4903 3.3989 -3.6903
H: -4.2490 3.6821 -1.2459
H: -2.1328 3.1150 -0.1370
H: 2.3487 1.7513 0.8018
H: 3.0920 3.1461 2.6873
H: 2.0744 5.3746 3.0575
H: 0.3031 6.1845 1.5419
H: -0.4918 4.7831 -0.3163
O: 1.2202 0.1136 3.0037
C: 0.7085 0.9398 4.0615
C: -0.7741 1.1401 3.9214
C: -1.5670 1.4336 5.0150
C: -2.9187 1.6725 4.8239
C: -3.4430 1.6001 3.5409
C: -2.5888 1.2823 2.5035
N: -1.2790 1.0543 2.6826
H: 1.4892 -0.7526 3.3575
H: 1.2063 1.9072 3.9807
H: 0.9559 0.5035 5.0276
H: -1.1289 1.4783 6.0036
H: -3.5563 1.9046 5.6663
H: -4.4909 1.7777 3.3479
H: -2.9612 1.2037 1.4867

Computed properties:
orbital gap	6.6	eV
net charge	+2
E_LUMO	-0.2103	Ha
energy relative to the best compared isomer or geometry (same formula, charge and spin)	35.04	kJ/mol
HOMO level	-0.45428	hartree
E	-2801.5176	a.u.

Atomic partial charges in e from the Mulliken method, atoms 1 to 2: 0.040 -1.391



Entry from OMol25: a molecular structure, C43H39AsN4S2Tl (ωB97M-V/def2-TZVPD).

Positions of all 90 atoms, in Å:
Tl: 0.1032 0.6318 -1.3146
C: 3.1177 1.0741 0.4313
N: 2.7142 0.6304 -0.9126
C: 3.1526 -0.7405 -1.1823
C: 2.2201 -1.7518 -0.5394
N: 0.9205 -1.8497 -1.2394
C: -0.0018 -2.6834 -0.4572
C: 1.0961 -2.3785 -2.5845
C: 1.4545 -3.7185 -2.7325
C: 1.6406 -4.2824 -3.9789
C: 1.4688 -3.4902 -5.1084
C: 1.1171 -2.1628 -4.9737
C: 0.9278 -1.5743 -3.7146
S: 0.4911 0.1292 -3.7224
C: 3.1067 1.6068 -1.8948
C: 4.2587 1.4450 -2.6552
C: 4.6230 2.3909 -3.5994
C: 3.8344 3.5154 -3.7879
C: 2.6846 3.6847 -3.0365
C: 2.3073 2.7444 -2.0806
S: 0.8290 3.0200 -1.1508
H: 4.2060 1.1880 0.4850
H: 2.8131 0.3409 1.1781
H: 2.6467 2.0290 0.6575
H: 4.1701 -0.9134 -0.8116
H: 3.1642 -0.9003 -2.2609
H: 2.0181 -1.4899 0.5011
H: 2.7036 -2.7357 -0.5327
H: -0.3400 -2.1277 0.4171
H: 0.4723 -3.6057 -0.1075
H: -0.8679 -2.9443 -1.0597
H: 1.5928 -4.3315 -1.8501
H: 1.9175 -5.3237 -4.0696
H: 1.6088 -3.9083 -6.0964
H: 0.9832 -1.5471 -5.8539
H: 4.8858 0.5757 -2.5077
H: 5.5231 2.2492 -4.1824
H: 4.1086 4.2578 -4.5253
H: 2.0539 4.5502 -3.1915
N: -2.1705 2.0623 -0.5134
C: -3.4124 1.3635 -0.5124
C: -4.5198 1.8032 0.1553
C: -5.7319 1.0832 0.1019
C: -5.8282 -0.0523 -0.6467
C: -4.6948 -0.5425 -1.3379
C: -4.7316 -1.7074 -2.1366
C: -3.5998 -2.1223 -2.7749
C: -2.4097 -1.3966 -2.5784
N: -2.3285 -0.3244 -1.8279
C: -3.4655 0.1441 -1.2399
H: -2.0682 2.6225 -1.3562
H: -2.1068 2.6915 0.2790
H: -4.4716 2.7282 0.7175
H: -6.5928 1.4588 0.6385
H: -6.7651 -0.5892 -0.7264
H: -5.6639 -2.2490 -2.2414
H: -3.5923 -2.9956 -3.4116
H: -1.4935 -1.7179 -3.0603
C: -4.5909 -0.3019 3.1874
C: -3.8380 0.7565 3.6750
C: -2.5450 0.9657 3.2132
C: -2.0113 0.1187 2.2485
C: -2.7732 -0.9347 1.7511
C: -4.0576 -1.1498 2.2267
As: -0.1945 0.3339 1.6084
C: 0.8263 -0.7123 2.8847
C: 0.9000 -2.0910 3.0119
C: 1.7137 -2.6439 3.9921
C: 2.4485 -1.8186 4.8327
C: 2.3619 -0.4396 4.7173
C: 1.5421 0.1253 3.7469
C: 1.3253 1.5733 3.5462
C: 1.9129 2.5856 4.2967
C: 1.6141 3.9110 4.0220
C: 0.7332 4.2400 2.9993
C: 0.1502 3.2371 2.2386
C: 0.4413 1.9112 2.5164
H: -5.5947 -0.4667 3.5568
H: -4.2513 1.4156 4.4273
H: -1.9554 1.7819 3.6124
H: -2.3731 -1.5900 0.9850
H: -4.6445 -1.9735 1.8415
H: 0.3212 -2.7466 2.3751
H: 1.7701 -3.7187 4.1022
H: 3.0849 -2.2535 5.5918
H: 2.9270 0.1904 5.3917
H: 2.6006 2.3472 5.0973
H: 2.0733 4.6958 4.6083
H: 0.5104 5.2770 2.7876
H: -0.5069 3.5105 1.4245

Computed properties:
orbital gap	6.9	eV
net charge	+1
E_LUMO	-0.1172	Ha
energy relative to the best compared isomer or geometry (same formula, charge and spin)	0.00	kJ/mol
HOMO level	-0.37152	hartree
E	-5085.4969	a.u.

Atomic partial charges in e from the Mulliken method, atoms 1 to 2: 1.424 -1.381



Entry from OMol25: a molecular structure, C43H39GeMnO9P (ωB97M-V/def2-TZVPD).

Positions of all 94 atoms, in Å:
Mn: -0.0964 -0.3238 1.6549
O: -3.6517 -0.5538 3.3154
C: -2.6339 0.0321 2.9631
O: -1.4197 -0.3602 3.0772
C: -2.8028 1.4170 2.3063
C: -1.5524 2.2733 2.4993
C: -1.7975 3.7212 2.0610
C: -1.7643 3.5974 0.5115
C: -1.5744 2.0922 0.3458
O: -0.6811 1.7789 1.4357
C: -2.8807 1.3554 0.7541
C: -2.8964 -0.0169 0.1418
O: -2.6868 -0.7622 -2.2098
O: -1.6921 -0.6831 0.3158
H: -3.6942 1.8734 2.7297
H: -1.0829 2.1413 3.4618
H: -2.7521 4.0874 2.4374
H: -1.0105 4.3797 2.4259
H: -2.6734 3.9532 0.0246
H: -0.9158 4.1312 0.0853
H: -1.1363 1.7669 -0.5931
H: -3.7567 1.8905 0.3892
O: 0.9161 -4.1364 2.5294
C: 0.8607 -2.9206 2.5051
O: 0.0478 -2.2260 1.7684
C: 1.7822 -2.1171 3.4507
P: 1.7172 -0.3494 3.0068
C: 3.3310 0.2747 2.4107
C: 3.3068 1.4273 1.6277
C: 4.4815 1.9359 1.0886
C: 5.6907 1.2927 1.3250
C: 5.7203 0.1537 2.1189
C: 4.5462 -0.3514 2.6609
C: 1.7498 0.5665 4.6091
C: 2.2562 0.0238 5.7880
C: 2.3921 0.8050 6.9300
C: 2.0314 2.1441 6.9077
C: 1.5297 2.6997 5.7373
C: 1.3959 1.9153 4.6003
H: 2.7793 -2.5465 3.3922
H: 1.3896 -2.2466 4.4579
H: 2.3568 1.9101 1.4258
H: 4.4539 2.8277 0.4711
H: 6.6053 1.6746 0.8861
H: 6.6609 -0.3512 2.3071
H: 4.5793 -1.2502 3.2672
H: 2.5479 -1.0201 5.8231
H: 2.7860 0.3654 7.8396
H: 2.1480 2.7552 7.7953
H: 1.2465 3.7462 5.7126
H: 1.0339 2.3555 3.6786
O: 2.6609 -1.6455 0.5073
C: 1.9520 -1.0884 -0.3113
O: 0.9334 -0.3019 -0.0655
C: 2.2959 -1.3458 -1.7808
C: 1.5992 -0.4474 -2.7975
Ge: -0.2199 -0.9139 -3.2877
C: -0.2372 -2.4505 -4.4863
C: -1.4607 -3.0336 -4.8390
C: -1.5094 -4.1183 -5.7034
C: -0.3306 -4.6433 -6.2170
C: 0.8900 -4.0776 -5.8731
C: 0.9363 -2.9866 -5.0133
C: -1.6251 -1.3683 -1.9010
C: -1.5326 -1.8460 -0.4931
C: -2.6191 -2.8320 -0.1810
C: -3.8391 -2.3607 0.0649
C: -4.0989 -0.9106 -0.0229
C: -3.4919 -0.1617 -1.2150
C: -1.0074 0.6459 -4.1478
C: -1.8233 0.5377 -5.2744
C: -2.3991 1.6688 -5.8392
C: -2.1705 2.9205 -5.2806
C: -1.3532 3.0429 -4.1636
C: -0.7750 1.9105 -3.6023
H: 2.0776 -2.4030 -1.9653
H: 3.3776 -1.2410 -1.8552
H: 2.1106 -0.4718 -3.7660
H: 1.5972 0.5841 -2.4495
H: -2.3872 -2.6386 -4.4280
H: -2.4624 -4.5545 -5.9776
H: -0.3624 -5.4991 -6.8804
H: 1.8086 -4.4850 -6.2764
H: 1.8980 -2.5595 -4.7496
H: -0.5579 -2.2583 -0.2564
H: -2.3567 -3.8795 -0.1086
H: -4.6576 -3.0095 0.3460
H: -5.0579 -0.5485 0.3180
H: -4.0653 0.6428 -1.6439
H: -1.9989 -0.4346 -5.7246
H: -3.0268 1.5732 -6.7168
H: -2.6207 3.8013 -5.7213
H: -1.1611 4.0179 -3.7327
H: -0.1206 2.0201 -2.7420

Computed properties:
2S+1	2
orbital gap (spin up / spin down)	5.3 / 4.7	eV
E_LUMO (spin up / spin down)	-0.0788 / -0.0796	Ha
HOMO level (spin up / spin down)	-0.27516 / -0.25186	hartree
E	-5908.3475	a.u.

Atomic partial charges in e from the Mulliken method, atoms 1 to 2: 1.263 -0.802



- Among the records above, which one has the lowest E?
  C43H39GeMnO9P



- What is the E in the fourth record?
  -5908.3475 a.u.



- The lowest E belongs to which entry?
  C43H39GeMnO9P



- Among the records above, which one has the highest E?
  C43H38NOP2SiY